{
  "formula": "C30H26FI2N3O4S2Sn",
  "method": "ωB97M-V/def2-TZVPD",
  "e_lumo_ev": 3.6,
  "charge": -2,
  "spin_multiplicity": 1,
  "orbital_gap_ha": 0.20943,
  "homo_energy_ev": -2.128,
  "species": ["C", "C", "C", "Sn", "N", "H", "C", "H", "H", "H", "H", "H", "S", "C", "H", "O", "H", "C", "C", "C", "C", "H", "C", "H", "C", "H", "N", "H", "H", "H", "H", "C", "C", "C", "O", "H", "C", "C", "C", "C", "H", "C", "C", "C", "C", "H", "I", "H", "H", "H", "O", "C", "C", "C", "C", "C", "C", "O", "H", "I", "C", "C", "H", "H", "H", "H", "F", "N", "S"],
  "xyz": [[0.095, 8.638, -0.563], [-1.376, 1.225, 4.799], [-3.766, 1.562, -1.334], [0.417, -0.189, 0.145], [4.615, 0.629, 3.918], [-1.371, 4.592, 2.508], [0.606, 6.468, -0.379], [-2.717, 3.445, 2.516], [-2.994, -2.883, 3.460], [-5.698, 2.458, -1.028], [-2.359, 5.540, -1.744], [-0.724, -3.562, 3.334], [2.815, -0.180, -0.859], [-3.683, 1.165, 1.384], [-2.867, -1.815, 0.612], [1.104, 7.734, -0.142], [-5.606, 2.075, 1.436], [3.981, 0.387, 2.987], [-2.005, -1.059, 3.326], [-2.685, 0.961, -0.736], [3.673, 0.156, 0.600], [-4.246, -1.696, 1.712], [-1.821, 0.096, 5.456], [0.943, 3.885, 2.863], [-1.527, 0.093, 2.665], [-3.682, 1.010, 2.453], [-1.462, 0.124, 1.228], [-0.264, 9.210, 0.299], [-3.748, 1.669, -2.410], [-3.659, -3.275, 1.164], [1.375, 2.186, 3.071], [-3.351, -2.273, 1.469], [-1.226, 1.244, 3.417], [-4.783, 1.773, 0.800], [-0.987, 7.889, -1.110], [-0.460, -2.775, 1.789], [-0.645, 6.565, -0.958], [-1.755, 3.680, 2.973], [-1.210, -3.272, 2.399], [0.626, 2.938, 3.307], [-1.331, 3.304, -1.263], [-0.755, 2.537, 2.777], [-2.558, 0.741, 0.647], [-1.377, 5.456, -1.301], [3.171, 0.062, 1.856], [-2.495, -1.917, 5.214], [-1.131, -5.353, -2.705], [2.166, 5.162, 0.352], [0.497, 9.300, -1.335], [-1.505, -4.171, 1.857], [0.256, 1.790, -0.400], [-0.795, 4.214, -1.032], [5.039, 0.575, 0.444], [-2.132, -1.027, 4.714], [-4.840, 1.989, -0.565], [-2.419, -2.378, 2.676], [1.061, 2.776, -0.103], [2.122, 2.687, 0.473], [-1.935, 0.093, 6.534], [-0.239, -2.514, -1.224], [0.463, 4.116, -0.453], [1.193, 5.263, -0.108], [0.606, 3.065, 4.392], [-1.920, 3.886, 4.033], [-1.143, 2.119, 5.364], [-0.680, 2.357, 1.709], [-1.696, 0.537, -1.564], [6.132, 0.901, 0.291], [1.540, -0.424, 2.286]]
}

***

{
  "formula": "C43H111BN9O20",
  "method": "ωB97M-V/def2-TZVPD",
  "e_lumo_ev": 1.8,
  "charge": -1,
  "spin_multiplicity": 1,
  "orbital_gap_ha": 0.31208,
  "homo_energy_ev": -6.685,
  "species": ["H", "O", "N", "H", "H", "H", "C", "H", "C", "H", "H", "H", "N", "H", "H", "O", "H", "H", "C", "C", "H", "H", "H", "H", "H", "C", "O", "O", "H", "O", "C", "C", "H", "H", "C", "H", "H", "H", "H", "H", "H", "H", "C", "H", "H", "B", "C", "H", "H", "H", "N", "C", "H", "C", "C", "O", "H", "H", "N", "C", "H", "C", "H", "H", "H", "O", "O", "H", "H", "H", "H", "C", "C", "H", "C", "C", "H", "H", "O", "H", "C", "H", "H", "C", "H", "H", "C", "C", "H", "H", "H", "N", "H", "H", "H", "O", "C", "C", "C", "H", "H", "N", "H", "H", "H", "H", "H", "O", "H", "N", "H", "C", "C", "H", "H", "O", "H", "O", "H", "C", "H", "N", "H", "H", "H", "H", "H", "H", "H", "C", "C", "H", "H", "H", "H", "O", "H", "C", "H", "O", "H", "H", "O", "H", "H", "H", "H", "H", "C", "C", "O", "H", "O", "H", "C", "H", "C", "C", "H", "H", "H", "H", "H", "H", "H", "H", "H", "C", "C", "H", "H", "H", "H", "C", "O", "H", "N", "C", "C", "H", "H", "O", "C", "H"],
  "xyz": [[-1.934, -0.235, 5.121], [-1.936, -2.738, -5.569], [-2.757, 5.771, 3.643], [-0.052, 5.420, -4.300], [-6.332, 4.322, -6.144], [2.776, 2.982, -10.529], [4.289, 2.814, 2.588], [-5.488, -0.933, -1.626], [2.026, 2.716, -9.784], [-1.245, 0.710, 3.781], [-2.687, -3.767, 0.553], [-2.420, 0.807, 0.460], [0.965, 1.415, 5.191], [2.577, -4.592, 3.615], [-3.254, 3.839, -3.883], [0.937, -1.521, 0.828], [-1.720, 5.388, 1.353], [4.386, 4.564, 3.548], [4.753, -3.715, 3.229], [-2.759, -2.817, 3.464], [1.122, 2.319, -10.244], [4.364, 2.197, 0.475], [-1.215, -3.717, -3.134], [1.518, 0.822, 4.590], [3.796, 2.072, -8.832], [4.044, 3.054, 1.067], [-4.679, -0.436, -1.483], [2.565, -0.441, 3.703], [-5.736, -0.469, 1.646], [5.045, -3.131, 6.135], [-0.306, -2.376, 8.134], [2.247, 1.605, -7.397], [-5.373, 1.603, -3.998], [3.714, 1.959, 2.943], [3.913, -3.789, 5.653], [-0.561, -0.749, 4.077], [0.988, -3.755, -2.131], [-3.475, -1.993, -6.789], [6.402, 3.285, 2.951], [-1.890, -0.709, 1.735], [4.818, -1.143, 5.369], [3.076, -3.115, 5.475], [0.420, 1.202, -6.035], [3.485, -4.449, 6.408], [-0.357, -7.532, 3.412], [1.109, -0.082, 0.498], [-0.328, 4.416, -2.721], [-0.766, -5.299, 2.192], [3.963, -3.007, 2.978], [-0.076, -4.788, -0.020], [3.206, -5.294, 3.979], [2.764, 1.721, -8.823], [-3.463, -3.484, 2.967], [-5.030, 2.624, -4.162], [-1.806, 4.441, 1.887], [1.830, 0.128, -0.791], [-0.063, -1.816, -5.236], [-4.239, -0.809, -3.496], [-3.404, 0.999, 0.583], [0.839, -2.994, -2.897], [3.464, -5.869, 3.190], [4.360, -4.550, 4.450], [-0.848, -4.755, -5.106], [-1.786, -3.078, 3.046], [0.288, 3.675, -3.229], [0.859, 1.337, -7.387], [-0.611, -7.102, 1.349], [-2.078, -0.980, -6.885], [0.276, -3.064, 7.520], [-0.133, 2.475, 1.833], [1.092, 3.166, 2.791], [-2.889, 4.512, 2.978], [-3.588, 2.817, -3.705], [-2.007, 3.627, 1.191], [1.084, 0.727, -1.662], [-0.895, -2.233, -4.669], [-5.298, -0.157, 3.179], [-1.287, -2.808, 8.331], [-1.149, 1.631, -1.531], [-3.288, 1.110, 2.648], [-0.094, 0.601, 5.772], [-3.971, 1.737, -2.055], [0.269, -2.151, 9.032], [-3.869, -1.016, -2.492], [-3.281, -1.519, 1.196], [-2.318, -5.905, 1.721], [-2.929, -0.887, 2.011], [-1.125, -5.071, 0.064], [-3.091, -0.928, -5.523], [-1.581, 2.059, -4.050], [1.612, 0.219, -9.429], [2.599, 0.422, -9.487], [2.862, -0.328, -8.864], [-5.034, 4.634, 3.266], [6.770, 1.638, 6.193], [-0.071, 5.613, -3.360], [-0.733, -7.960, 2.483], [-1.849, -3.720, -0.142], [4.687, 2.086, -2.948], [-3.821, 0.495, -0.186], [5.957, -1.378, 6.682], [-3.592, 2.646, -2.278], [4.676, 3.873, 0.723], [5.360, 2.874, -2.611], [3.364, 3.600, 4.161], [5.629, -3.100, 3.440], [-2.870, -0.636, -2.278], [1.870, 0.450, 1.713], [-3.836, -2.104, -2.432], [-0.037, -4.558, -4.536], [-6.089, 2.959, -7.212], [-6.239, 3.236, -6.168], [0.357, 3.428, 2.029], [1.006, 0.040, 7.595], [0.893, 3.816, 1.163], [5.571, 2.184, 4.526], [-3.024, 6.490, 2.985], [3.652, 2.683, -3.768], [-4.487, 3.610, 1.871], [-4.310, 4.510, 2.460], [7.625, 2.414, 4.863], [3.676, 3.909, 3.252], [5.070, -4.367, 2.415], [-1.052, -5.600, -1.899], [4.301, 1.724, -1.996], [2.490, 2.559, -6.930], [-0.170, 4.579, -1.655], [5.188, 1.317, -3.536], [-2.668, 2.623, -1.871], [4.996, -1.705, 6.286], [1.543, -1.820, 2.021], [6.927, 0.784, 4.629], [-1.744, -8.357, 2.568], [1.819, 3.739, -9.469], [6.073, 1.586, 2.656], [-5.122, 2.747, -5.574], [0.966, 0.394, -5.549], [-1.283, -5.825, 1.389], [-1.219, -1.398, -4.048], [-0.651, -1.276, 7.317], [-2.836, 0.840, -4.035], [5.107, -5.284, 4.749], [-0.577, 4.338, 2.635], [-1.401, 4.227, -2.765], [0.700, -4.437, -5.216], [-5.675, 3.235, -3.530], [-2.773, 3.674, 3.666], [4.311, -1.409, 7.080], [-1.009, 0.074, 4.634], [-5.171, 0.285, 2.191], [-0.195, 0.608, 0.278], [-1.083, -6.797, -0.688], [1.455, -2.911, 2.591], [-0.068, -8.800, 2.280], [-0.244, 1.073, -0.981], [-1.187, -2.913, 0.173], [-3.661, 0.445, 1.869], [2.032, -0.515, 2.593], [0.596, 2.162, -5.551], [-2.224, -3.608, -1.159], [-3.472, 5.884, 4.347], [0.517, -2.072, -2.414], [1.577, 1.863, 5.858], [-4.460, 5.292, 1.715], [-2.706, -3.019, 4.534], [-0.636, 0.934, -5.994], [-0.686, 1.359, 6.284], [0.409, -0.435, 6.817], [6.794, 1.753, 5.110], [3.055, 3.441, 0.822], [2.817, 2.240, -3.597], [-5.709, 1.233, 2.186], [-7.188, 2.770, -5.902], [5.678, 2.489, 3.123], [1.305, 0.998, -2.861], [-2.608, 1.804, -5.431], [-1.471, -5.935, -1.043], [-2.613, 1.861, -4.342], [-2.624, -1.637, -6.207], [2.792, 0.842, -6.841], [1.114, -1.047, 6.254], [-3.119, -1.450, 3.322], [-0.388, -3.397, -3.769], [1.729, -2.707, -3.457]]
}

***

{
  "formula": "C11H19CeNOP",
  "method": "ωB97M-V/def2-TZVPD",
  "e_lumo_ev": [0.0, 0.0],
  "spin_multiplicity": 2,
  "orbital_gap_ha": [0.19014, 0.19234],
  "homo_energy_ev": [-5.128, -5.209],
  "species": ["C", "H", "H", "N", "Ce", "H", "H", "C", "H", "H", "H", "H", "H", "H", "C", "H", "P", "H", "C", "C", "H", "C", "O", "C", "C", "H", "C", "C", "H", "H", "H", "C", "H", "H"],
  "xyz": [[-0.476, 0.603, 4.093], [-1.674, 1.390, 2.481], [-0.339, -1.466, 4.654], [0.403, -0.952, 1.399], [-0.784, 0.401, -2.521], [1.968, 1.626, -2.415], [-1.412, 2.060, -5.164], [-0.610, 0.022, -4.900], [1.612, -0.722, 3.112], [-0.660, 2.577, 3.287], [1.390, 1.376, 2.230], [0.453, 0.861, 4.621], [-1.341, -0.390, -5.610], [0.463, -1.815, -4.319], [-0.674, 1.548, 2.908], [0.328, 2.334, 1.158], [-0.024, -2.515, -1.675], [-1.299, 0.772, 4.799], [0.698, -1.253, 2.806], [0.377, 2.025, -3.876], [-1.411, -1.177, 3.287], [-0.662, 1.437, -4.675], [-0.202, 0.395, -0.306], [1.173, 1.236, -3.063], [0.179, 0.259, 0.904], [0.891, -2.329, 2.874], [0.234, -0.761, -4.134], [-0.454, -0.877, 3.734], [0.425, -1.722, 0.722], [-0.748, -3.232, -0.672], [0.424, 3.123, -3.894], [0.380, 1.448, 1.801], [1.272, -2.661, -1.084], [0.100, -3.619, -2.562]]
}

***

| no. | molar mass (Da) |
| --- | --- |
| 1 | 948.2 |
| 2 | 1085.2 |
| 3 | 352.4 |